No. 1
This record from the OMol25 dataset describes a cluster of 2 separate species, CH4Br2N3O in total at a distorted geometry. The level of theory is wB97M-V/def2-TZVPD.

Output
**Relative energy (zero: lowest compared OMol25 entry of this formula, charge and spin)**: 302.24 kJ/mol
**Charge**: +1
**HOMO-LUMO gap (spin up / spin down)**: 6.29 / 5.94 eV
**HOMO energy (spin up / spin down)**: -13.53 / -13.69 eV

Cartesian coordinates (Å):
1 C 0.7515 0.0617 -0.0299
2 N 2.0767 -0.3333 -0.2164
3 N -0.0658 -0.9452 0.0672
4 N -2.0630 0.7837 -0.0936
5 O 0.3292 1.1812 0.0787
6 Br 3.3643 0.8904 0.0131
7 Br -0.1532 -2.6641 0.0010
8 H 2.2202 -1.3003 0.2058
9 H -2.3158 1.2010 0.8108
10 H -1.9137 1.2887 -0.8727
11 H -2.2302 -0.1638 0.0361

How positive or negative is each atom? The natural (NBO) charges in e answer that:
1. C 0.6675
2. N -0.6736
3. N -0.5652
4. N -0.4847
5. O -0.4967
6. Br 0.3603
7. Br 0.5288
8. H 0.4223
9. H 0.4162
10. H 0.4133
11. H 0.4118


No. 2
This record from the OMol25 dataset describes a cluster of 2 separate species, HNO4 in total at a distorted geometry. The level of theory is wB97M-V/def2-TZVPD.

Output
**Relative energy (zero: lowest compared OMol25 entry of this formula, charge and spin)**: 112.72 kJ/mol
**Charge**: 0
**HOMO-LUMO gap (spin up / spin down)**: 10.09 / 8.52 eV
**HOMO energy (spin up / spin down)**: -10.16 / -8.87 eV

Cartesian coordinates (Å):
1 N 0.6870 -0.3018 -0.9211
2 O -0.0766 -1.1628 -0.9394
3 O 1.6405 0.1789 -1.2866
4 O -1.1685 0.3063 0.8035
5 O -0.0655 0.9769 0.6021
6 H -1.0170 0.0026 1.7415

How positive or negative is each atom? The natural (NBO) charges in e answer that:
1. N 0.6448
2. O -0.2403
3. O -0.2235
4. O -0.3571
5. O -0.2803
6. H 0.4564


No. 3
This record from the OMol25 dataset describes a structure of composition C4H5NO2. The level of theory is wB97M-V/def2-TZVPD.

Output
**Relative energy (zero: lowest compared OMol25 entry of this formula, charge and spin)**: 695.72 kJ/mol
**Charge**: 0
**HOMO-LUMO gap (spin up / spin down)**: 8.87 / 8.87 eV
**HOMO energy (spin up / spin down)**: -9.04 / -9.04 eV

Cartesian coordinates (Å):
1 O -2.3957 0.7929 0.0591
2 C -1.5605 -0.3391 0.0781
3 C -0.1176 0.0136 -0.1196
4 N 0.2004 1.0875 -0.9202
5 O 1.3684 1.4349 -1.0551
6 C 2.2838 -0.3542 0.3023
7 C 1.0116 -0.4784 0.4634
8 H -2.0965 1.3558 -0.6686
9 H -1.6624 -0.8025 1.0641
10 H -1.8734 -1.0773 -0.6758
11 H 3.0911 -0.0852 0.9705
12 H 1.7507 -1.5480 0.5019

How positive or negative is each atom? The natural (NBO) charges in e answer that:
1. O -0.7023
2. C -0.0677
3. C -0.1385
4. N 0.0924
5. O -0.3580
6. C -0.2252
7. C -0.0262
8. H 0.4797
9. H 0.1892
10. H 0.1678
11. H 0.2587
12. H 0.3301


No. 4
This record from the OMol25 dataset describes the molecule C4H6Cl2N2O at a distorted geometry. The level of theory is wB97M-V/def2-TZVPD.

Output
**Relative energy (zero: lowest compared OMol25 entry of this formula, charge and spin)**: 173.23 kJ/mol
**Charge**: 0
**HOMO-LUMO gap**: 9.64 eV
**HOMO energy**: -9.38 eV
**SMILES**: O=NN1C[C@@H](Cl)[C@@H](Cl)C1

Cartesian coordinates (Å):
1 C 0.8340 -1.0159 -0.1481
2 C 0.9696 0.2911 0.7374
3 C -1.1714 0.2086 -0.5942
4 C -0.6032 -1.2028 -0.2020
5 H 1.2987 -2.0628 0.2113
6 H 0.7752 -0.2837 1.8151
7 H 1.8299 0.9827 0.7563
8 H -0.9328 0.5377 -1.5884
9 H -2.2048 0.2877 -0.1149
10 H -1.0125 -1.4618 0.8071
11 N -0.1869 1.0512 0.3553
12 N -0.4635 2.6009 0.3626
13 O 0.3231 3.3322 0.8227
14 Cl 1.5739 -0.8338 -1.7787
15 Cl -1.0293 -2.4313 -1.4415

How positive or negative is each atom? The natural (NBO) charges in e answer that:
1. C -0.2245
2. C -0.2526
3. C -0.2374
4. C -0.2417
5. H 0.2548
6. H 0.1774
7. H 0.2486
8. H 0.2341
9. H 0.2336
10. H 0.2446
11. N -0.3844
12. N 0.3143
13. O -0.2823
14. Cl -0.0542
15. Cl -0.0304


No. 5
This record from the OMol25 dataset describes a structure of composition C33H20F5N2PRuSSe2 at a distorted geometry. The level of theory is wB97M-V/def2-TZVPD.

Output
**Relative energy (zero: lowest compared OMol25 entry of this formula, charge and spin)**: 41.69 kJ/mol
**Charge**: -1
**HOMO-LUMO gap (spin up / spin down)**: 5.45 / 5.40 eV
**HOMO energy (spin up / spin down)**: -3.18 / -4.74 eV
**Spin multiplicity**: 6

Cartesian coordinates (Å):
1 Ru -0.3946 0.0683 -0.1017
2 F -2.4044 0.8068 4.9391
3 C -1.3332 0.6102 4.1509
4 C -1.4442 -0.2068 3.0674
5 C -0.3109 -0.4271 2.2410
6 C 0.9255 0.2353 2.5581
7 C 0.9502 1.0248 3.7057
8 F 2.0822 1.6799 4.0244
9 C -0.1406 1.2386 4.5087
10 C 2.0165 0.2167 1.6037
11 C 3.3681 0.2480 1.9674
12 C 4.3416 0.3362 0.9997
13 C 3.9670 0.3550 -0.3414
14 C 2.6286 0.2553 -0.6419
15 N 1.6684 0.2014 0.2875
16 H -2.3799 -0.6979 2.8421
17 H -0.0892 1.8927 5.3664
18 H 3.6268 0.1993 3.0130
19 H 5.3874 0.3744 1.2767
20 H 4.6949 0.4301 -1.1358
21 H 2.2963 0.2154 -1.6677
22 Se -0.1988 -1.0718 -2.1684
23 P -0.2734 2.4653 -0.4657
24 Se -0.1279 3.4913 1.4039
25 C 1.1000 3.0224 -1.5636
26 C 1.2532 2.4497 -2.8268
27 C 2.2673 2.8704 -3.6727
28 C 3.1494 3.8625 -3.2651
29 C 3.0085 4.4265 -2.0064
30 C 1.9905 4.0078 -1.1588
31 C -1.7015 3.1141 -1.4286
32 C -2.1210 2.4300 -2.5696
33 C -3.1596 2.9258 -3.3401
34 C -3.8018 4.0988 -2.9696
35 C -3.4066 4.7659 -1.8220
36 C -2.3611 4.2747 -1.0510
37 H 0.5912 1.6556 -3.1490
38 H 2.3677 2.4143 -4.6508
39 H 3.9438 4.1910 -3.9245
40 H 3.6926 5.1992 -1.6761
41 H 1.8807 4.4399 -0.1713
42 H -1.6632 1.4868 -2.8386
43 H -3.4733 2.3806 -4.2222
44 H -4.6262 4.4773 -3.5622
45 H -3.9206 5.6674 -1.5112
46 H -2.0504 4.7898 -0.1505
47 S -4.9239 1.1742 -0.2388
48 C -3.4270 0.6413 -0.1600
49 N -2.3384 0.1900 -0.0819
50 F -1.5616 -8.7492 -0.5904
51 C -0.8514 -8.3957 0.5124
52 F 0.3477 -9.0063 0.4096
53 F -1.4930 -8.9817 1.5570
54 C -0.7426 -6.9221 0.6684
55 C 0.4998 -6.2849 0.6766
56 C 0.5780 -4.9225 0.8356
57 C -0.5976 -4.1419 0.9971
58 C -1.8517 -4.8081 0.9597
59 C -1.9155 -6.1693 0.8027
60 C -0.5108 -2.7789 1.1984
61 C -0.3354 -1.5445 1.3280
62 H 1.3989 -6.8744 0.5579
63 H 1.5369 -4.4218 0.8386
64 H -2.7556 -4.2212 1.0536
65 H -2.8729 -6.6747 0.7732

How positive or negative is each atom? The natural (NBO) charges in e answer that:
1. Ru 0.5380
2. F -0.3237
3. C 0.4379
4. C -0.2824
5. C -0.0848
6. C -0.1431
7. C 0.4667
8. F -0.3280
9. C -0.3847
10. C 0.2370
11. C -0.2316
12. C -0.1419
13. C -0.2781
14. C 0.0923
15. N -0.4503
16. H 0.2412
17. H 0.2386
18. H 0.2318
19. H 0.2144
20. H 0.2247
21. H 0.2284
22. Se -0.1915
23. P 0.7585
24. Se -0.6239
25. C -0.2541
26. C -0.2308
27. C -0.2273
28. C -0.2228
29. C -0.2077
30. C -0.2362
31. C -0.3779
32. C -0.2091
33. C -0.2018
34. C -0.2106
35. C -0.2316
36. C -0.1298
37. H 0.2274
38. H 0.2074
39. H 0.2036
40. H 0.2043
41. H 0.2472
42. H 0.2238
43. H 0.2059
44. H 0.2025
45. H 0.2039
46. H 0.2305
47. S -0.1462
48. C 0.2074
49. N -0.5803
50. F -0.3369
51. C 0.9749
52. F -0.3319
53. F -0.3379
54. C -0.2095
55. C -0.1778
56. C -0.1982
57. C -0.1601
58. C -0.1439
59. C -0.1901
60. C 0.1196
61. C -0.2198
62. H 0.2211
63. H 0.2162
64. H 0.2139
65. H 0.2172


No. 6
This record from the OMol25 dataset describes a cluster of 2 separate species, C12H18F8IN2O5 in total at a distorted geometry. The level of theory is wB97M-V/def2-TZVPD.

Output
**Relative energy (zero: lowest compared OMol25 entry of this formula, charge and spin)**: 0.00 kJ/mol
**Charge**: -1
**HOMO-LUMO gap**: 6.61 eV
**HOMO energy**: -4.50 eV

Cartesian coordinates (Å):
1 C 2.1651 3.5267 2.9903
2 C 1.8455 3.2840 1.5453
3 O 2.7511 4.0767 0.7538
4 C 1.9745 1.8262 1.1032
5 N 1.1779 0.8522 1.8358
6 C -0.1260 0.5394 1.2509
7 C -1.1378 1.6524 1.5163
8 O -2.4518 1.1680 1.4636
9 C -3.4475 2.0023 1.9848
10 N -3.2166 3.4145 1.8994
11 I -3.6098 1.5706 4.1443
12 C -4.7849 1.7230 1.2285
13 O -5.8263 1.4608 1.8677
14 O -4.6242 1.8509 0.0149
15 H 1.4873 3.0203 3.6658
16 H 2.0228 4.5878 3.1763
17 H 3.1996 3.3128 3.2400
18 H 0.8458 3.6682 1.3494
19 H 2.4191 4.0074 -0.1467
20 H 1.7575 1.7609 0.0417
21 H 3.0291 1.5685 1.2199
22 H 1.0743 1.1161 2.8037
23 H -0.0531 0.2796 0.2022
24 H -0.4868 -0.3497 1.7636
25 H -1.0151 2.4208 0.7475
26 H -0.9045 2.0958 2.4850
27 H -2.9618 3.6966 0.9633
28 H -2.5922 3.7692 2.6065
29 C -0.1121 -4.6061 -3.2654
30 C -0.9458 -3.8586 -2.2068
31 C -1.2000 -2.3587 -2.3969
32 F -0.0624 -1.6391 -2.4785
33 F -1.8958 -1.8949 -1.3432
34 F -0.4258 -4.1035 -0.9852
35 F -2.1785 -4.4406 -2.2287
36 O 1.2801 -4.8378 -3.0443
37 C 2.2529 -3.9073 -3.3439
38 C 2.9668 -3.3627 -2.0979
39 F 2.1047 -2.8803 -1.1923
40 F 3.7967 -2.3594 -2.4686
41 F 1.7719 -2.9291 -4.1328
42 F 3.1935 -4.5573 -4.0687
43 H -0.5255 -5.6134 -3.2679
44 H -0.2928 -4.2144 -4.2661
45 H -1.7908 -2.1820 -3.3010
46 H 3.5520 -4.1569 -1.6287

How positive or negative is each atom? The natural (NBO) charges in e answer that:
1. C -0.6320
2. C 0.0776
3. O -0.7284
4. C -0.2371
5. N -0.6261
6. C -0.2330
7. C -0.0819
8. O -0.5357
9. C 0.3080
10. N -0.8889
11. I -0.0828
12. C 0.7071
13. O -0.7474
14. O -0.7484
15. H 0.2130
16. H 0.2185
17. H 0.2095
18. H 0.1611
19. H 0.4621
20. H 0.1868
21. H 0.1850
22. H 0.3556
23. H 0.1954
24. H 0.2054
25. H 0.1537
26. H 0.1590
27. H 0.3814
28. H 0.3618
29. C -0.1314
30. C 0.5954
31. C 0.5207
32. F -0.3266
33. F -0.3024
34. F -0.3096
35. F -0.3265
36. O -0.5143
37. C 0.8501
38. C 0.5044
39. F -0.3093
40. F -0.3236
41. F -0.3170
42. F -0.3267
43. H 0.2263
44. H 0.2047
45. H 0.1401
46. H 0.1462


No. 7
This record from the OMol25 dataset describes a cluster of 2 separate species, C36H46N4OP in total at a distorted geometry. The level of theory is wB97M-V/def2-TZVPD.

Output
**Charge**: +1
**HOMO-LUMO gap**: 2.67 eV
**HOMO energy**: -8.33 eV

Cartesian coordinates (Å):
1 C 6.3781 -1.2221 -3.1649
2 C 5.3678 -0.1384 -2.9275
3 C 4.3252 0.0519 -3.8387
4 C 3.3933 1.0767 -3.6551
5 C 2.2835 1.2751 -4.6373
6 C 3.5244 1.9088 -2.5324
7 N 2.6696 3.0482 -2.3599
8 C 1.3542 3.0391 -2.0248
9 C 0.6840 1.8786 -1.4887
10 C -0.6438 1.5838 -1.9162
11 C -1.4660 0.8786 -1.0296
12 C -3.0137 1.0223 -1.0875
13 C -3.7672 0.2830 -0.1943
14 C -5.1310 0.4459 -0.0954
15 C -5.7622 1.2814 -1.0309
16 C -5.0133 1.8578 -2.0613
17 C -3.6170 1.6765 -2.1566
18 O 1.2739 1.1969 -0.6222
19 N 0.8949 4.2879 -2.0221
20 C -0.4681 4.6971 -1.6967
21 C 1.9048 5.1147 -2.4710
22 C 3.0040 4.3689 -2.6594
23 C 4.5328 1.7099 -1.5905
24 C 4.5821 2.5623 -0.3678
25 C 5.4551 0.6831 -1.8024
26 H 7.1576 -1.2019 -2.3975
27 H 5.9008 -2.2103 -3.1495
28 H 6.8534 -1.0977 -4.1460
29 H 4.2249 -0.5926 -4.7195
30 H 2.1976 2.3182 -4.9595
31 H 2.4683 0.6655 -5.5253
32 H 1.3097 0.9599 -4.2424
33 H -1.0062 2.2162 -2.6829
34 H -0.8248 0.6550 -0.1101
35 H -3.2635 -0.4166 0.4765
36 H -5.6914 -0.0505 0.6942
37 H -6.8384 1.4453 -0.9363
38 H -5.5308 2.4907 -2.7947
39 H -3.0571 2.0655 -2.9982
40 H -0.4102 5.7459 -1.3927
41 H -1.1287 4.6229 -2.5710
42 H -0.8906 4.1089 -0.8768
43 H 1.7437 6.1597 -2.5664
44 H 3.9745 4.6695 -2.9678
45 H 5.3867 2.2196 0.2872
46 H 4.7788 3.6161 -0.6010
47 H 3.6438 2.4979 0.1999
48 H 6.2511 0.5449 -1.0641
49 C -1.8356 1.3667 2.8334
50 C -0.8277 0.3656 3.3462
51 C 0.5821 0.8148 2.9442
52 C -0.9091 0.2249 4.8611
53 N -1.0501 -0.9315 2.7141
54 P 0.2225 -2.2457 3.0891
55 H -1.5303 -0.2726 -1.1196
56 N -0.7671 -3.0906 1.7739
57 C -0.2846 -4.3969 1.2730
58 C -0.3011 -5.3558 2.4600
59 C 1.1459 -4.1647 0.7974
60 C -1.1018 -4.9610 0.1210
61 C -2.1301 -2.9314 2.2293
62 C -2.2710 -1.6730 2.8436
63 C -3.3970 -1.3712 3.5808
64 C -4.4422 -2.3038 3.7003
65 C -4.3097 -3.5458 3.1215
66 C -3.1315 -3.8743 2.3968
67 H -2.8697 1.0917 3.0346
68 H -1.6375 2.3388 3.2965
69 H -1.7372 1.5147 1.7575
70 H 1.3480 0.0930 3.2606
71 H 0.6617 0.9559 1.8609
72 H 0.7880 1.7686 3.4438
73 H -0.2322 -0.5460 5.2310
74 H -0.6248 1.1893 5.2819
75 H -1.9214 -0.0039 5.1841
76 H -1.3138 -5.6091 2.7670
77 H 0.2108 -6.2737 2.1921
78 H 0.2126 -4.9079 3.3088
79 H 1.1272 -3.4601 -0.0465
80 H 1.7482 -3.7612 1.6139
81 H 1.6033 -5.1246 0.5027
82 H -1.0611 -4.3020 -0.7498
83 H -0.6562 -5.9156 -0.1998
84 H -2.1491 -5.1626 0.3461
85 H -3.5211 -0.4111 4.0656
86 H -5.3597 -2.0192 4.2034
87 H -5.1595 -4.2338 3.1854
88 H -3.1127 -4.8755 1.9714

How positive or negative is each atom? The Löwdin charges in e answer that:
1. C -0.0512
2. C -0.2599
3. C 0.0054
4. C -0.1796
5. C -0.0256
6. C -0.1275
7. N 0.0715
8. C -0.1258
9. C -0.4525
10. C -0.1089
11. C -0.2035
12. C -0.2088
13. C -0.0842
14. C -0.0894
15. C -0.0998
16. C -0.0813
17. C -0.0329
18. O -0.0422
19. N -0.0197
20. C 0.0182
21. C -0.0116
22. C 0.0070
23. C -0.1965
24. C -0.0292
25. C 0.0075
26. H 0.0765
27. H 0.0862
28. H 0.0875
29. H 0.1273
30. H 0.0868
31. H 0.0816
32. H 0.0834
33. H 0.0642
34. H 0.1071
35. H 0.0975
36. H 0.0995
37. H 0.1006
38. H 0.1048
39. H 0.1004
40. H 0.0967
41. H 0.1050
42. H 0.1059
43. H 0.1244
44. H 0.1337
45. H 0.0810
46. H 0.0812
47. H 0.0853
48. H 0.1210
49. C -0.0158
50. C -0.6615
51. C -0.0506
52. C -0.0359
53. N -0.0885
54. P 1.3879
55. H 0.1354
56. N -0.1037
57. C -0.6478
58. C -0.0415
59. C -0.0567
60. C -0.0202
61. C -0.2272
62. C -0.2625
63. C -0.0212
64. C -0.0559
65. C -0.0517
66. C -0.0134
67. H 0.0741
68. H 0.1056
69. H 0.0778
70. H 0.0490
71. H 0.0737
72. H 0.1008
73. H 0.0707
74. H 0.0988
75. H 0.0735
76. H 0.0769
77. H 0.0969
78. H 0.0610
79. H 0.1028
80. H 0.0425
81. H 0.1051
82. H 0.0986
83. H 0.1062
84. H 0.0691
85. H 0.0969
86. H 0.1163
87. H 0.1196
88. H 0.0978


Q: What is the charge in the fifth record?
A: -1